The following is a DFT calculation (ωB97M-V/def2-TZVPD) of a molecular structure, C22H37BeBr2Cl3K2N4O6 in a non-equilibrium geometry.

Each line ends with the Löwdin charge.
CARTESIAN COORDINATES (ANGSTROEM)
Br -0.9833 2.2672 -0.5720  0.369
Br -7.0460 1.7301 1.7409  0.124
K -2.8965 -1.9218 4.4435  0.755
K -0.7833 1.2579 -3.8467  0.553
Cl -3.5340 -2.5754 1.8739  0.608
Cl 1.5173 -1.6990 3.5042  -0.407
Cl -5.3535 -3.0303 -1.5195  -0.067
O -5.8417 5.4752 3.0850  0.088
O 3.5445 4.0153 -2.2710  0.074
O -6.8574 4.3876 4.6451  0.080
O 8.6084 1.4345 -0.0436  0.012
O 2.5729 5.1993 -0.5898  0.121
O 0.9444 0.0193 -1.6549  -0.072
N -2.6642 -3.0501 -2.2653  -0.077
N 1.0543 -1.8160 -0.2889  -0.037
N -6.0596 4.4759 3.7351  -0.351
N 7.3734 2.5080 -1.6161  -0.195
C -5.5370 2.0979 4.1049  -0.125
C 8.1774 3.7128 -1.5085  -0.040
C -4.7773 0.9715 3.8057  -0.150
C 1.2888 -4.1015 0.7228  -0.068
C -1.1928 -0.8316 0.4554  -0.198
C -3.8257 1.0205 2.8065  -0.112
C 1.6126 -0.8369 -1.0762  -0.469
C 3.1052 -0.8077 -1.2701  0.017
C 1.9985 -2.8389 0.2221  -0.228
C 1.4173 3.3752 -1.7405  -0.053
C -3.5988 2.2003 2.1087  -0.071
C -4.3252 3.3342 2.4066  -0.038
C -2.3162 -3.1058 0.6060  -0.513
C -2.0658 -1.8526 -0.2412  -0.364
C 6.2657 2.4794 -2.5520  -0.053
C -1.6156 -2.1805 -1.6437  -0.226
C -2.8987 -4.3026 -0.1426  -0.225
C 0.1881 -1.3078 0.8267  -0.218
C -2.5963 -4.3821 -1.6314  -0.173
C -5.2898 3.2664 3.3956  -0.279
C 7.6891 1.4569 -0.8376  -0.364
C 2.6874 4.3723 -1.4562  -0.647
Be -2.8663 -0.4271 -2.6870  0.555
H 9.2193 3.4974 -1.7476  0.091
H 6.6370 2.6392 -3.5678  0.091
H -2.4563 -3.1558 -3.2581  0.159
H 1.0760 3.4896 -2.7656  0.057
H -1.6927 -0.6113 1.4010  0.087
H -3.0636 -1.3922 -0.3427  0.100
H 3.4310 -1.7261 -1.7559  0.084
H 2.5902 -2.4208 1.0390  0.078
H -0.7229 -2.8035 -1.6153  0.136
H -3.2478 0.1390 2.5565  0.031
H 5.7719 1.5101 -2.5046  0.073
H 5.5409 3.2576 -2.3158  0.058
H -1.6230 -4.8347 -1.8190  0.132
H 0.5784 3.6320 -1.0629  -0.078
H 7.0198 0.5913 -0.9912  0.127
H -4.9493 0.0668 4.3755  0.081
H -1.3676 -1.2599 -2.2125  -0.024
H 1.5199 -4.2518 1.7750  0.061
H -1.1865 0.1179 -0.0851  -0.067
H -6.2638 2.0883 4.9017  0.122
H -4.1451 4.2624 1.8863  0.129
H -3.3399 -5.0065 -2.1178  0.121
H 2.6892 -3.1374 -0.5585  0.099
H -3.9778 -4.2932 -0.0244  0.019
H -1.4655 -3.3592 1.2229  0.079
H 8.1415 4.1042 -0.4919  0.094
H 1.6677 -4.9767 0.1968  0.072
H 0.7046 -0.4662 1.2813  0.089
H -2.4788 -5.2151 0.2818  0.127
H 1.7293 2.3453 -1.5848  0.041
H 0.1218 -2.0584 1.6031  -0.005
H -3.7039 -2.7132 -2.1709  -0.120
H -2.8467 2.2385 1.3330  0.014
H 3.3352 0.0001 -1.9560  0.078
H 7.7911 4.4597 -2.1975  0.086
H 3.6300 -0.7050 -0.3227  0.105
H 0.2158 -4.0424 0.5812  0.040

The value obtained for the HOMO energy is -0.2606 Eh. The total energy is -252353.768 eV.



The following is a DFT calculation (ωB97M-V/def2-TZVPD) of 5 unconnected molecules or ions with the total composition C33H45N2OS in a non-equilibrium geometry.

Each line ends with the Löwdin charge.
CARTESIAN COORDINATES (ANGSTROEM)
S 2.6347 2.3157 -1.1566  1.169
O -3.8872 -0.5497 -2.5136  0.140
N 2.6012 -0.7749 -3.3989  0.007
N -3.3084 0.9582 -0.9586  0.037
C -6.1253 -2.6219 3.1551  -0.102
C -6.6594 2.7559 6.3129  -0.096
C -5.9895 1.8048 5.5561  -0.105
C 3.5604 -0.7057 2.9669  -0.092
C 4.9363 -2.6642 2.7404  -0.078
C 4.5122 -2.8144 1.4273  -0.084
C -5.8552 -2.4971 4.5108  -0.099
C -4.9162 1.1134 6.1011  -0.110
C 3.1339 -0.8594 1.6552  -0.117
C -4.5109 1.3748 7.4027  -0.098
C -5.6038 -3.6909 2.4396  -0.107
C 3.9356 1.1123 -1.5265  -0.375
C 7.2481 0.6690 -7.1987  -0.093
C 6.6831 1.6158 -6.3555  -0.109
C 1.0663 1.4157 -1.3987  -0.384
C 3.1252 0.5177 -3.8708  -0.278
C -5.1759 2.3316 8.1566  -0.094
C 4.9110 1.9733 -7.9422  -0.098
C 5.4808 1.0324 -8.7883  -0.088
C -6.2509 3.0207 7.6125  -0.093
C -0.0016 2.3013 -1.9938  -0.256
C -5.0679 -3.4440 5.1512  -0.092
C -1.2369 1.4359 -2.2928  -0.160
C 4.4597 -1.6116 3.5099  -0.081
C -3.8742 -0.2647 -1.3857  -0.554
C 3.6069 -1.9139 0.8848  -0.108
C 4.2545 1.0511 -3.0033  -0.230
C -4.4293 -1.2145 -0.3449  0.007
C -1.8456 0.9165 -0.9726  -0.201
C -4.5442 -4.5115 4.4348  -0.094
C -4.8098 -4.6336 3.0777  -0.096
C 5.5138 2.2670 -6.7266  -0.118
C 6.6480 0.3796 -8.4163  -0.087
H 5.6385 -3.3694 3.1650  0.108
H 4.7896 -1.4978 4.5341  0.108
H 1.2253 0.5639 -2.0529  0.072
H -3.9294 -5.2493 4.9343  0.102
H -4.3954 0.3688 5.5108  0.092
H 5.0706 3.0050 -6.0680  0.094
H -1.4440 -0.0793 -0.7837  0.124
H -0.3195 3.0680 -1.2910  0.116
H 3.6438 0.1611 -1.1061  0.061
H -4.8569 2.5397 9.1698  0.102
H 1.8038 -0.9887 -3.9882  0.082
H -5.8169 -3.7900 1.3822  0.096
H 2.3235 1.2460 -3.9627  0.106
H -6.7434 -1.8854 2.6561  0.099
H -1.9720 1.9896 -2.8539  0.122
H 4.8161 1.4228 -0.9803  0.103
H -7.4997 3.2913 5.8899  0.101
H 3.1916 0.1173 3.5663  0.103
H -4.6130 -0.6966 0.5902  0.070
H 3.5419 0.3755 -4.8639  0.111
H -5.3906 -1.5622 -0.6952  0.085
H 5.0151 0.8076 -9.7391  0.105
H 2.7023 2.5040 0.1771  0.025
H -6.3053 1.6011 4.5401  0.096
H 4.8857 -3.6345 0.8280  0.106
H -3.7973 -2.0846 -0.2371  0.088
H 5.1125 0.3967 -3.1228  0.128
H 0.7986 1.0134 -0.4330  0.085
H -6.2604 -1.6620 5.0690  0.094
H -1.4860 1.5482 -0.1676  0.114
H 7.0913 -0.3547 -9.0763  0.105
H 7.1560 1.8473 -5.4084  0.097
H 3.2685 -2.0363 -0.1384  0.094
H 3.2826 -1.4995 -3.6005  0.087
H 3.9983 2.4791 -8.2311  0.102
H -3.6256 1.2199 -0.0344  0.114
H -3.6766 0.8326 7.8296  0.100
H 4.5446 2.0328 -3.3502  0.110
H 2.4246 -0.1544 1.2315  0.077
H -0.8808 0.5946 -2.8828  0.110
H -4.3989 -5.4644 2.5181  0.101
H -4.8624 -3.3497 6.2100  0.103
H 0.3447 2.8192 -2.8794  0.111
H 8.1572 0.1584 -6.9082  0.103
H -6.7714 3.7643 8.2021  0.103

The value obtained for the HOMO energy is -0.3960 Eh. Its total charge is +1. The total energy is -50806.565 eV.



The following is a DFT calculation (ωB97M-V/def2-TZVPD) of a single C5H7Cl3Si molecule in a non-equilibrium geometry.

Each line ends with the natural charge from an NBO analysis.
CARTESIAN COORDINATES (ANGSTROEM)
Cl -1.3599 -1.9938 4.1480  -0.363
Cl -4.0226 -0.6071 2.8659  -0.361
Cl -2.9023 -3.1554 1.3062  -0.340
Si -2.2568 -1.5466 2.3428  1.431
C -1.0315 -0.3864 1.4714  -0.690
C 0.8540 0.4022 -0.0417  -0.184
C -1.6899 0.4087 0.3373  -0.405
C 1.7692 0.0887 -0.9197  -0.389
C -0.3805 -0.3561 0.1407  -0.238
H -0.5936 0.1060 2.2775  0.248
H 2.7238 0.7280 -1.2600  0.208
H -1.8055 1.4503 0.4680  0.228
H -2.4301 0.0499 -0.3193  0.230
H 1.6292 -0.6903 -1.6290  0.191
H -0.3008 -1.3893 -0.3155  0.233
H 0.8676 1.1709 0.7193  0.199

The value obtained for the HOMO energy is -0.3523 Eh. Its SMILES is C=C[C@@H]1C[C@H]1[Si](Cl)(Cl)Cl. The total energy is -50745.777 eV.



The following is a DFT calculation (ωB97M-V/def2-TZVPD) of 2 unconnected molecules or ions with the total composition C3H2NO3 in a non-equilibrium geometry.

Each line ends with the natural charge from an NBO analysis.
CARTESIAN COORDINATES (ANGSTROEM)
O -2.4125 -1.3504 -0.1364  -0.572
O -0.0681 -1.5829 -0.3601  -0.710
O 2.8328 2.0405 -0.2110  -0.585
N 1.5288 0.2705 0.5429  -0.753
C 2.0904 1.1565 -0.0154  0.812
C -1.1567 -1.0237 -0.3132  0.696
C -1.9518 0.1517 -0.2714  -0.458
H 1.0230 -0.4998 0.0458  0.444
H -1.8858 0.8375 0.7189  0.127

The value obtained for the HOMO energy is -0.1073 Eh. Its total charge is -1. The total energy is -10774.384 eV.



Q: What is the formula in the third record?
A: C5H7Cl3Si